# 1
Formula: C5H15N2O2
Source: the OMol25 dataset
Level of theory: the ωB97M-V functional and the def2-TZVPD basis

```
24
C5H15N2O2 the ωB97M-V functional and the def2-TZVPD basis
C -0.934 1.438 0.693
O -1.441 1.469 1.930
C 0.457 0.609 0.611
C 1.212 0.624 -0.756
C 1.321 -0.772 -1.440
C 0.070 -1.605 -1.615
N -0.974 -0.881 -2.329
N 1.320 1.077 1.711
H -0.533 2.438 0.380
H -1.477 1.015 -0.179
H 0.178 -0.415 0.889
H 2.191 1.009 -0.472
H 0.921 1.499 -1.383
H 2.167 -1.252 -0.935
H 1.677 -0.588 -2.472
H 0.328 -2.630 -1.958
H -0.366 -1.887 -0.648
H -1.132 0.002 -1.868
H -1.896 -1.296 -2.229
H 0.922 1.947 2.049
H 1.342 0.462 2.507
H -1.368 -1.409 2.782
H -1.849 0.067 2.291
O -2.138 -0.921 2.444
```

Results
energy = -12499.168 eV
total charge = -2
LUMO level (alpha / beta) = 6.7 / 6.7 eV
2S+1 = 2
HOMO level (alpha / beta) = 0.15225 / -0.03307 Ha


# 2
Formula: C5H15N2O2
Source: the OMol25 dataset
Level of theory: the ωB97M-V functional and the def2-TZVPD basis

```
24
C5H15N2O2 the ωB97M-V functional and the def2-TZVPD basis
C 1.034 0.998 -1.782
C -1.428 1.430 1.145
C 0.074 -1.186 -3.504
C -0.740 -0.533 2.616
C 0.921 -0.289 -1.431
N 1.296 -0.682 -0.160
N -0.297 0.617 1.650
O -0.111 -0.163 3.791
O -0.006 -1.212 -2.037
H -0.286 -1.468 2.343
H 0.654 1.304 -2.793
H 1.848 1.684 -1.401
H -1.097 1.956 0.193
H -2.141 0.724 0.794
H -1.892 2.212 1.783
H 0.957 -1.780 -3.895
H -0.043 -0.258 -4.094
H -0.795 -1.915 -3.807
H -1.723 -0.634 2.853
H 2.236 -0.257 0.151
H 1.426 -1.702 0.087
H 0.309 0.240 0.757
H 0.468 1.084 2.157
H -0.663 -0.170 4.580
```

Results
energy = -12494.397 eV
total charge = +1
LUMO level = -2.7 eV
HOMO level = -0.45790 Ha


# 3
Formula: C5H15N2O4PPtSe4
Source: the OMol25 dataset
Level of theory: the ωB97M-V functional and the def2-TZVPD basis

```
32
C5H15N2O4PPtSe4 the ωB97M-V functional and the def2-TZVPD basis
Pt 0.183 -0.095 -0.127
Se 1.295 -1.511 -1.800
Se 0.770 -3.506 -0.896
Se -1.530 -3.382 -0.179
Se -2.068 -1.194 -0.111
C 3.180 -1.871 3.157
N 2.210 -1.160 2.323
C 1.104 -0.564 2.801
N 0.847 -0.661 4.107
O 0.277 0.072 2.073
H 3.881 -2.386 2.506
H 2.677 -2.625 3.760
H 3.743 -1.196 3.803
H 2.512 -0.851 1.414
H 1.502 -1.050 4.763
H 0.009 -0.234 4.463
C -0.591 2.624 -2.681
O -0.870 2.786 -1.260
P 0.017 2.242 -0.108
O -0.540 2.869 1.198
C -1.882 2.629 1.710
O 1.430 2.875 -0.305
C 2.456 2.937 0.725
H -1.339 3.210 -3.200
H -0.682 1.576 -2.959
H 0.403 3.002 -2.906
H -1.999 3.293 2.557
H -1.968 1.594 2.034
H -2.617 2.870 0.945
H 3.209 3.622 0.354
H 2.898 1.953 0.869
H 2.031 3.310 1.651
```

Results
energy = -290505.140 eV
total charge = +2
LUMO level (alpha / beta) = -7.6 / -9.8 eV
2S+1 = 5
HOMO level (alpha / beta) = -0.55669 / -0.59632 Ha


# 4
Formula: C5H15N2S
Source: the OMol25 dataset
Level of theory: the ωB97M-V functional and the def2-TZVPD basis

```
23
C5H15N2S the ωB97M-V functional and the def2-TZVPD basis
C 1.402 1.533 -1.777
C 2.021 1.729 -0.392
C 1.109 2.579 0.503
N 1.933 0.293 -2.376
H 1.675 2.366 -2.407
H 0.297 1.504 -1.666
H 3.036 2.149 -0.461
H 2.167 0.725 0.094
H 0.177 2.030 0.667
H 0.867 3.581 0.069
H 1.530 2.762 1.488
H 1.543 0.195 -3.348
H 1.523 -0.482 -1.830
C -1.956 -2.169 1.538
C -1.632 -1.822 0.089
S -0.215 -0.648 0.040
N -2.297 -1.018 2.380
H -1.091 -2.631 1.980
H -2.807 -2.890 1.565
H -2.484 -1.331 -0.427
H -1.369 -2.742 -0.451
H -3.190 -0.594 2.087
H -1.555 -0.303 2.205
```

Results
energy = -19244.692 eV
total charge = -1
LUMO level = 4.1 eV
HOMO level = -0.10369 Ha


# 5
Formula: C5H15N2S
Source: the OMol25 dataset
Level of theory: the ωB97M-V functional and the def2-TZVPD basis

```
23
C5H15N2S the ωB97M-V functional and the def2-TZVPD basis
C 1.640 -0.461 0.175
N 0.253 -0.408 -0.231
C -0.657 -0.863 0.799
C -2.069 -1.367 0.421
C -3.067 -0.443 -0.239
S -1.142 2.181 0.372
C 2.532 -0.431 -1.086
N 3.891 -0.972 -0.453
H 1.755 -1.375 0.762
H 1.999 0.269 0.948
H -0.193 0.475 -0.539
H -0.176 -1.545 1.502
H -1.034 -0.004 1.419
H -2.421 -1.741 1.396
H -1.927 -2.282 -0.172
H -3.281 0.471 0.350
H -3.969 -0.945 -0.552
H -2.597 0.047 -1.107
H 2.144 -1.191 -1.764
H 2.355 0.558 -1.555
H 4.717 -0.885 -1.054
H -0.937 3.519 0.361
H 3.542 0.125 -0.414
```

Results
energy = -19228.833 eV
total charge = +1
LUMO level = -9.1 eV
HOMO level = -0.51145 Ha


# 6
Formula: C5H15N2S
Source: the OMol25 dataset
Level of theory: the ωB97M-V functional and the def2-TZVPD basis

```
23
C5H15N2S the ωB97M-V functional and the def2-TZVPD basis
C -0.449 2.392 -2.035
N -0.913 2.344 -0.640
C -0.178 1.935 0.342
N -0.568 1.804 1.609
H 0.634 2.383 -2.061
H -0.846 3.291 -2.499
H -0.838 1.528 -2.568
H -1.903 2.451 -0.536
H 0.864 1.748 0.144
H -1.540 1.624 1.820
H 0.054 1.207 2.132
C -1.688 -1.453 -0.294
C -0.463 -2.186 0.225
S 1.021 -1.162 -0.049
C 2.254 -2.128 0.851
H -2.572 -2.074 -0.151
H -1.620 -1.196 -1.347
H -1.859 -0.543 0.281
H -0.316 -3.157 -0.241
H -0.550 -2.334 1.302
H 2.093 -2.027 1.923
H 2.144 -3.181 0.598
H 3.250 -1.790 0.584
```

Results
energy = -19237.696 eV
total charge = +1
LUMO level = -3.4 eV
HOMO level = -0.43964 Ha


# 7
Formula: C5H15N3
Source: the OMol25 dataset
Level of theory: the ωB97M-V functional and the def2-TZVPD basis

```
23
C5H15N3 the ωB97M-V functional and the def2-TZVPD basis
C 0.172 0.838 1.279
C -1.126 1.632 -0.622
N 0.176 1.342 -0.072
C 1.200 1.066 -0.937
C 1.125 1.041 -2.278
H 2.148 0.892 -0.443
H 1.201 0.743 1.629
H 0.905 -1.135 1.246
H -1.829 1.816 0.189
H -0.300 1.573 1.948
H -1.517 0.796 -1.219
H -1.079 2.516 -1.261
H 2.025 1.001 -2.868
H 0.228 1.279 -2.824
C -1.509 -1.514 1.035
N -0.819 -2.311 0.231
N 1.389 -1.892 0.749
H -0.817 -1.989 -0.735
H 1.527 -1.805 -0.252
H 1.551 -2.770 1.223
H -0.643 -0.258 1.283
H -1.648 -1.905 2.047
H -2.360 -0.956 0.655
```

Results
energy = -9894.045 eV
LUMO level = 0.6 eV
HOMO level = -0.27350 Ha


# 8
Formula: C5H15N3
Source: the OMol25 dataset
Level of theory: the ωB97M-V functional and the def2-TZVPD basis

```
23
C5H15N3 the ωB97M-V functional and the def2-TZVPD basis
N 1.877 -2.296 0.236
C 0.850 -1.860 -0.705
C -0.452 -2.686 -0.654
C 0.584 -0.331 -0.490
N -0.673 -0.047 0.235
C -1.110 1.345 0.098
C -0.225 2.399 0.735
N -0.476 3.725 0.137
H 1.539 -2.267 1.184
H 2.352 -3.145 -0.025
H 1.266 -1.976 -1.710
H -0.804 -2.752 0.382
H -1.233 -2.151 -1.183
H -0.210 -3.681 -1.021
H 0.521 0.166 -1.457
H 1.478 0.031 0.025
H -0.453 -0.190 1.216
H -2.053 1.356 0.632
H -1.396 1.545 -0.933
H 0.841 2.165 0.673
H -0.429 2.418 1.812
H -1.474 3.804 -0.042
H -0.319 4.426 0.855
```

Results
energy = -9897.897 eV
structure (SMILES) = C[C@H](N)CNCCN
LUMO level = 1.0 eV
HOMO level = -0.32761 Ha


# 9
Formula: C5H15N3
Source: the OMol25 dataset
Level of theory: the ωB97M-V functional and the def2-TZVPD basis

```
23
C5H15N3 the ωB97M-V functional and the def2-TZVPD basis
C -0.843 -0.756 0.527
N -0.097 -0.288 1.819
C 0.554 -1.449 2.453
N 1.737 -1.783 1.615
C -0.970 0.334 -0.619
C 0.532 0.935 -1.038
C 0.407 2.216 -1.772
N -1.503 -0.171 -1.961
H -0.202 -1.463 -0.137
H -1.798 -1.263 0.652
H -0.746 0.171 2.418
H 0.984 -1.414 3.520
H -0.147 -2.260 2.358
H 2.585 -1.244 1.947
H 1.617 -1.660 0.654
H -1.652 1.222 -0.333
H 1.093 0.248 -1.585
H 0.887 1.175 0.053
H -0.454 2.638 -1.235
H 1.249 2.863 -1.795
H 0.203 2.060 -2.890
H -2.560 -0.021 -1.954
H -0.876 -0.092 -2.698
```

Results
energy = -9887.397 eV
total charge = +1
LUMO level (alpha / beta) = -3.2 / -8.5 eV
2S+1 = 2
HOMO level (alpha / beta) = -0.46639 / -0.46509 Ha


# 10
Formula: C5H15N3O
Source: the OMol25 dataset
Level of theory: the ωB97M-V functional and the def2-TZVPD basis

```
24
C5H15N3O the ωB97M-V functional and the def2-TZVPD basis
C -2.005 0.282 1.323
C -0.251 1.989 1.435
N -0.731 0.763 0.831
C 0.247 -1.335 -1.951
N -0.894 -2.012 -1.500
O 0.855 -1.754 -2.936
H -1.149 -1.915 -0.532
H -0.984 -2.944 -1.873
H 0.655 2.315 0.927
H -1.911 -0.045 2.365
H -2.780 1.058 1.286
H -2.341 -0.561 0.720
H -0.994 2.795 1.380
H -0.016 1.821 2.492
C 0.896 -0.687 0.967
C 1.791 0.422 -1.637
N 0.545 -0.205 -1.243
H -0.565 0.666 -0.187
H 1.833 0.581 -2.718
H 0.443 -0.787 1.946
H 1.740 -0.016 0.938
H 1.064 -1.639 0.486
H 2.673 -0.183 -1.379
H 1.881 1.392 -1.140
```

Results
energy = -11942.607 eV
LUMO level (alpha / beta) = -0.3 / -0.3 eV
HOMO level (alpha / beta) = -0.28765 / -0.28762 Ha


# 11
Formula: C5H15N3O2
Source: the OMol25 dataset
Level of theory: the ωB97M-V functional and the def2-TZVPD basis

```
25
C5H15N3O2 the ωB97M-V functional and the def2-TZVPD basis
C -0.845 0.244 -1.413
C -1.337 1.445 -2.246
C -0.257 0.780 -0.122
N 0.961 1.372 -0.179
N -1.893 -0.723 -1.112
O -1.080 1.095 0.823
H -0.044 -0.267 -1.958
H 1.657 0.793 -0.648
H 1.298 1.670 0.732
H -2.431 -0.934 -1.946
H -2.518 -0.339 -0.410
H -0.519 2.127 -2.478
H -1.772 1.092 -3.183
H -2.101 1.994 -1.692
C 0.743 -0.481 2.613
C 0.749 -1.443 0.861
N 1.997 -1.216 0.152
O 0.599 0.808 2.621
H -0.450 1.061 1.838
H 2.130 -1.876 -0.608
H 2.796 -1.292 0.773
H 1.730 -0.845 2.919
H -0.095 -1.058 3.029
H 0.762 -2.370 1.446
H -0.079 -1.637 0.187
```

Results
energy = -13991.287 eV
LUMO level = 0.9 eV
HOMO level = -0.28135 Ha


# 12
Formula: C5H15N3O2
Source: the OMol25 dataset
Level of theory: the ωB97M-V functional and the def2-TZVPD basis

```
25
C5H15N3O2 the ωB97M-V functional and the def2-TZVPD basis
C -1.101 1.752 -0.109
C 0.297 1.531 0.517
C -2.206 1.799 0.943
N 0.350 0.353 1.381
O -1.451 0.763 -1.048
H -0.716 0.645 -1.685
H -1.057 2.734 -0.617
H -0.252 0.497 2.188
H 1.299 0.246 1.730
H 1.017 1.379 -0.291
H 0.570 2.458 1.046
H -2.352 0.812 1.378
H -3.138 2.098 0.471
H -1.962 2.514 1.728
C 2.315 -1.803 -1.158
N -0.067 -1.699 -0.752
C 0.971 -1.194 -1.449
N 0.144 -2.534 0.361
O 0.792 -0.300 -2.263
H -0.924 -1.136 -0.789
H -0.683 -3.129 0.481
H 0.229 -1.958 1.187
H 2.972 -1.659 -2.016
H 2.750 -1.315 -0.293
H 2.204 -2.854 -0.939
```

Results
energy = -13993.427 eV
structure (SMILES) = C[C@H](O)CN.CC(=O)NN
LUMO level = 0.8 eV
HOMO level = -0.34135 Ha